Entry 1:
A structure of composition C37H31AsIN2O8P2S2V. Source: the OMol25 dataset; level of theory: wB97M-V/def2-TZVPD.

Computed properties:
total charge: -1
gap between HOMO and LUMO (alpha / beta): 6.443 / 6.425 eV
<S²>: 0.808
spin multiplicity: 2

```
85
C37H31AsIN2O8P2S2V | the OMol25 dataset | wB97M-V/def2-TZVPD
V 0.54619 0.39626 1.22910
I -0.35468 -2.34851 2.22556
C -1.27435 -1.30367 3.82531
C -2.00442 -2.07236 4.68890
C -2.54968 -1.48611 5.84398
C -2.30869 -0.16878 6.10193
C -1.53041 0.62682 5.22833
C -1.20682 1.95047 5.58304
C -0.34730 2.66740 4.79920
C 0.12486 2.13814 3.59036
C -0.24862 0.89461 3.12130
C -1.01124 0.07481 4.00821
H -2.14485 -3.12579 4.48924
H -3.11540 -2.09569 6.53741
H -2.68326 0.29826 7.00603
H -1.62450 2.36497 6.49368
H -0.04190 3.66544 5.09074
H 0.78044 2.76537 3.00469
O 3.56316 -2.24987 1.27788
P 3.42025 -1.02424 0.23914
O 4.31613 -1.23415 -0.90278
O 1.94007 -0.79926 -0.01947
O 3.89939 0.28377 1.11387
P 3.18838 0.61595 2.52616
O 4.09574 -0.25538 3.55544
O 3.28638 2.03913 2.87336
O 1.86171 -0.13336 2.54529
H 3.16757 -2.01863 2.13418
H 4.83129 0.31361 3.82332
S -1.62461 1.83221 1.05068
C -0.96740 3.42325 0.84849
C -1.78545 4.55462 0.95562
C -1.27321 5.82347 0.75057
C 0.07355 5.98987 0.44310
C 0.89803 4.88189 0.34905
C 0.39434 3.59617 0.55248
S 1.48490 2.22920 0.41043
H -2.83109 4.40817 1.19610
H -1.92450 6.68455 0.84372
H 0.48452 6.97962 0.28476
H 1.95540 4.99660 0.13706
N 1.95473 2.65331 -3.03657
C 3.07662 1.88519 -3.24087
C 2.69730 0.60284 -2.99483
N 1.36757 0.57746 -2.63410
C 0.96707 1.82884 -2.64029
H 1.90812 3.65581 -3.03820
H 4.02177 2.30451 -3.53595
H 3.30064 -0.28708 -2.98823
H -0.02269 2.17187 -2.39436
O -0.42372 -0.16009 -0.17887
As -0.21596 -1.16334 -1.51105
C -1.65691 -2.47513 -1.15284
C -1.68624 -3.72730 -1.75807
C -2.76136 -4.58138 -1.55281
C -3.82573 -4.17958 -0.76012
C -3.81791 -2.91876 -0.17930
C -2.73964 -2.07171 -0.37537
C 1.12204 -2.45439 -2.12190
C 1.45533 -3.45898 -1.22057
C 2.42439 -4.38908 -1.54328
C 3.05080 -4.33338 -2.78198
C 2.69611 -3.35136 -3.68970
C 1.73245 -2.40649 -3.36174
C -1.25264 -0.28069 -2.91525
C -1.12526 -0.53486 -4.27500
C -1.79752 0.25607 -5.19367
C -2.60462 1.30037 -4.76361
C -2.77604 1.52024 -3.40511
C -2.10441 0.73076 -2.48229
H -0.85850 -4.03817 -2.38320
H -2.76461 -5.56481 -2.00694
H -4.66222 -4.84829 -0.59788
H -4.65297 -2.60270 0.43352
H -2.71714 -1.09577 0.09748
H 0.96276 -3.50452 -0.25789
H 2.70224 -5.15089 -0.82704
H 3.81759 -5.05457 -3.03345
H 3.18388 -3.30850 -4.65541
H 1.46992 -1.62697 -4.06350
H -0.50144 -1.35176 -4.61634
H -1.68002 0.06526 -6.25349
H -3.09817 1.93865 -5.48601
H -3.41623 2.32235 -3.05900
H -2.20928 0.92823 -1.42035
```

Atom charges from the Mulliken analysis, given in e for atoms 1 to 8: -0.280 0.121 1.054 -0.674 -0.672 -0.840 1.140 -1.120

Entry 2:
A structure of composition C37H31BrF9N5O6PRuS. Source: the OMol25 dataset; level of theory: wB97M-V/def2-TZVPD.

Computed properties:
total charge: +2
gap between HOMO and LUMO (alpha / beta): 6.133 / 6.463 eV
<S²>: 0.765
spin multiplicity: 2

```
92
C37H31BrF9N5O6PRuS | the OMol25 dataset | wB97M-V/def2-TZVPD
Ru 0.15839 -0.55512 -1.35579
F 4.59382 -3.98307 2.97710
C 3.47655 -3.59321 2.41031
C 2.25616 -3.80828 3.03214
F 2.20695 -4.41660 4.19731
C 1.08660 -3.36719 2.42859
F -0.05771 -3.60882 3.05384
C 1.09520 -2.68607 1.21565
P -0.45436 -2.10713 0.43566
C -1.22836 -3.70683 0.09138
C -2.18704 -4.25153 0.94721
C -2.66854 -5.52896 0.70488
C -2.21247 -6.25695 -0.38421
C -1.25364 -5.71799 -1.23160
C -0.76083 -4.44553 -0.99999
C -1.44025 -1.32399 1.72388
C -0.92490 -0.84738 2.92473
C -1.79109 -0.38058 3.90363
C -3.16085 -0.35480 3.67743
C -3.66756 -0.74009 2.44361
C -2.80945 -1.21282 1.46433
C 2.32513 -2.53221 0.60143
Br 2.46958 -1.75817 -1.12301
C 3.50283 -2.96295 1.17455
F 4.66028 -2.76028 0.56057
H -2.54036 -3.70714 1.81034
H -3.39897 -5.95223 1.38114
H -2.60982 -7.24465 -0.57625
H -0.89031 -6.28878 -2.07548
H -0.02596 -4.02622 -1.67177
H 0.14113 -0.88586 3.12183
H -1.40352 -0.06386 4.86263
H -3.83004 -0.03388 4.46456
H -4.73160 -0.69812 2.25360
H -3.20469 -1.53312 0.50626
F -2.16290 -0.45454 -7.46911
C -1.78538 -0.85063 -6.26663
C -1.95629 -0.00597 -5.17962
F -2.51241 1.19126 -5.33707
C -1.51218 -0.42030 -3.94674
F -1.61462 0.39822 -2.84550
C -0.90707 -1.65062 -3.73130
O -0.47733 -1.97808 -2.50672
C -0.77036 -2.48959 -4.82988
F -0.19371 -3.67489 -4.65700
C -1.19443 -2.09278 -6.08761
F -1.02415 -2.88898 -7.12653
N 1.14303 1.02918 -2.47220
C 1.17506 1.82621 -3.32364
N 1.30612 2.72985 -4.22902
C 2.40578 2.69305 -5.21667
C 1.79114 2.67683 -6.60760
O 0.93419 3.78459 -6.77935
C -0.15546 3.77152 -5.88003
C 0.32865 3.81787 -4.43658
H 3.02831 1.81592 -5.05168
H 3.00717 3.59526 -5.09886
H 1.23960 1.73785 -6.75546
H 2.57319 2.75551 -7.35959
H -0.76847 2.87848 -6.03701
H -0.75631 4.65316 -6.09267
H -0.50480 3.71196 -3.74433
H 0.83216 4.76913 -4.25799
C 3.24111 2.23446 5.30327
C 2.06916 2.36904 6.26499
S 0.81540 3.47018 5.62679
O 1.46769 4.58936 4.99333
O -0.16485 3.66983 6.65311
C 0.00250 2.53849 4.29518
C 0.38567 3.14569 2.95286
N -0.19730 2.41125 1.81348
C 0.44318 1.50072 1.06522
N -0.36956 1.03064 0.11161
C -1.56910 1.66796 0.24617
C -1.47317 2.51403 1.29686
N -2.51435 3.38883 1.78075
O -2.32974 3.95518 2.83769
O -3.49493 3.46777 1.07772
C 1.87354 1.12597 1.21715
H 4.06382 1.71601 5.79381
H 3.59594 3.21919 5.00576
H 2.96868 1.66679 4.40875
H 2.35982 2.85085 7.19950
H 1.56483 1.42740 6.48232
H -1.06076 2.65661 4.49437
H 0.29440 1.49193 4.37683
H 1.46607 3.14489 2.83776
H 0.05141 4.17639 2.91991
H -2.41027 1.49263 -0.40257
H 2.50270 2.00544 1.34910
H 2.19407 0.62508 0.30754
H 2.03522 0.45834 2.06664
```

Atom charges from the Mulliken analysis, given in e for atoms 1 to 8: 0.741 -0.250 0.495 0.267 -0.259 0.191 -0.363 -0.140

Entry 3:
A structure of composition C37H31BrI2N5O2PS2V. Source: the OMol25 dataset; level of theory: wB97M-V/def2-TZVPD.

Computed properties:
total charge: +1
gap between HOMO and LUMO (alpha / beta): 6.470 / 6.739 eV
<S²>: 2.019
spin multiplicity: 3

```
82
C37H31BrI2N5O2PS2V | the OMol25 dataset | wB97M-V/def2-TZVPD
V 0.72332 -1.30516 2.35456
N 2.68170 -3.16801 4.81216
C 1.35667 -3.35812 4.77799
N 0.47840 -2.66672 3.99950
C -0.82630 -3.23637 4.13543
C -0.86182 -4.32316 5.01286
S 0.61886 -4.73862 5.61394
C -1.88413 -2.55180 3.42241
C -3.20298 -2.74620 3.62186
S -4.10359 -1.73795 2.66840
C -2.60865 -1.26836 1.73840
N -1.52312 -1.69592 2.38407
N -2.61801 -0.53223 0.61274
H 2.93611 -2.36171 4.19581
H 3.11406 -3.24401 5.75481
H -1.71060 -4.93386 5.12607
H -3.65295 -3.29626 4.47266
H -3.53641 -0.36660 0.17402
H -1.83084 -0.74596 0.04717
O 4.25637 0.69360 3.30213
C 3.12801 0.27419 3.12873
O 2.69421 -1.02321 3.00590
C 2.02329 1.30250 3.05647
C 2.36155 2.62298 3.02434
C 1.50341 3.58642 2.44922
C 0.13063 3.15899 2.28946
C -0.08369 1.78528 2.38898
N 0.75804 0.82833 2.79878
H 3.31365 2.92847 3.38708
H 1.78684 4.60114 2.22109
H -0.74012 3.77092 1.98893
H -1.09803 1.39161 2.26014
C -2.20289 7.13817 -1.87797
C -1.20252 6.89525 -2.77858
C -0.73544 5.59975 -3.01830
C -1.18886 4.55055 -2.24014
C -2.11213 4.81555 -1.20112
C -2.64822 6.08547 -1.03464
P -0.65525 2.82885 -2.34323
C -1.02891 2.26538 -3.96751
C -1.63836 3.02715 -5.02949
C -1.77826 2.47963 -6.26846
C -1.19037 1.23542 -6.52320
C -0.71907 0.42830 -5.46709
C -0.64603 0.92571 -4.20509
C 1.16869 3.07821 -2.42382
C 1.79580 3.39975 -1.16672
C 3.17211 3.57494 -1.11273
C 3.93940 3.46525 -2.27267
C 3.29716 3.25449 -3.49809
C 1.92297 3.15158 -3.61205
H -2.70310 8.09312 -1.76693
H -0.82743 7.75004 -3.44858
H -0.02602 5.37540 -3.80773
H -2.36197 3.94823 -0.57412
H -3.32669 6.29729 -0.25756
H -1.87417 4.09680 -4.79867
H -2.17514 3.04284 -7.12498
H -1.01899 0.95701 -7.53878
H -0.36140 -0.59611 -5.67590
H -0.32847 0.34367 -3.34667
H 1.14016 3.49488 -0.29778
H 3.71388 3.70740 -0.14750
H 5.03800 3.56322 -2.21696
H 4.01137 3.08897 -4.27444
H 1.43234 3.15689 -4.56339
I 0.36566 -3.08939 0.18650
C 1.18428 -1.10363 0.52835
H 0.55482 -0.50071 -0.16592
H 2.25919 -1.05471 0.39495
Br -2.78166 -6.03306 -0.15568
C -1.37475 -7.24786 0.33537
C -0.56418 -7.81816 -0.62210
C 0.41311 -8.67581 -0.29009
C 0.69156 -8.90498 1.04051
C 0.00718 -8.25893 2.03293
C -1.15933 -7.53548 1.70176
I -2.71624 -7.18551 2.98263
H -0.78979 -7.44623 -1.62352
H 0.93395 -9.21114 -1.04428
H 1.31285 -9.77054 1.28550
H 0.19726 -8.32712 3.06781
```

Atom charges from the Mulliken analysis, given in e for atoms 1 to 8: 0.494 -0.439 0.324 0.070 0.053 -0.458 -0.204 -0.229

Entry 4:
A structure of composition C37H31Cl16F5O. Source: the OMol25 dataset; level of theory: wB97M-V/def2-TZVPD.

Computed properties:
total charge: -1
gap between HOMO and LUMO (alpha / beta): 1.990 / 7.989 eV
<S²>: 0.752
spin multiplicity: 2

```
90
C37H31Cl16F5O | the OMol25 dataset | wB97M-V/def2-TZVPD
C -2.69058 -5.57425 2.51414
Cl -1.56692 -4.92581 3.72166
Cl -2.18964 -7.13199 1.95672
Cl -4.27839 -5.64613 3.22563
Cl -2.51354 -4.55907 1.10411
C -2.30218 -0.24971 4.98150
Cl -0.66795 -0.92555 5.33737
Cl -3.27496 -1.49949 4.31062
Cl -3.00563 0.45639 6.43794
Cl -1.97790 1.11184 3.87038
C 1.29268 2.41837 -4.72206
Cl 0.90402 1.78047 -6.28985
Cl 0.32189 3.97226 -4.52572
Cl 0.83306 1.39829 -3.33638
Cl 2.98218 2.82309 -4.65543
C 4.49080 2.04563 4.46583
Cl 5.27167 0.87654 5.47936
Cl 4.14100 3.57275 5.35090
Cl 5.64786 2.38166 3.08812
Cl 2.99163 1.39114 3.84618
C -1.64418 1.49967 -0.24907
C -2.89660 1.49481 0.63198
O -3.29233 2.48398 1.26960
C -3.61228 0.17710 0.74242
H -1.76532 2.17913 -1.09273
H -1.26698 0.51462 -0.52384
H -0.87214 2.04733 0.29141
H -3.92843 -0.00156 -0.28531
H -4.38593 0.36455 1.48703
H -2.89234 -0.57692 1.06058
F 1.70237 -6.71045 -0.16399
C 0.53968 -6.52938 -0.84986
C 0.35657 -5.38927 -1.65436
C -0.80557 -5.24259 -2.36179
C -1.73740 -6.25328 -2.30859
C -1.61987 -7.37449 -1.46281
C -0.40985 -7.54290 -0.80561
H 1.15264 -4.66795 -1.76557
H -0.82836 -4.37456 -3.00399
H -2.63897 -6.28011 -2.90260
H -2.33258 -8.17920 -1.35850
H -0.31426 -8.48099 -0.27907
F 1.08131 3.11614 2.07300
C 0.98506 4.31256 2.64064
C 1.21242 5.42849 1.87406
C 1.06318 6.68935 2.41692
C 0.62387 6.85906 3.74295
C 0.48478 5.67500 4.53381
C 0.74335 4.41041 4.00040
H 1.53566 5.43055 0.84356
H 1.18662 7.56365 1.79503
H 0.26512 7.84738 3.98977
H 0.08877 5.63275 5.53770
H 0.67619 3.46656 4.52102
F -4.26804 -2.02751 -6.43502
C -3.66077 -2.27298 -5.31038
C -2.36782 -1.76713 -5.07812
C -1.77675 -1.87821 -3.81896
C -2.57812 -2.30794 -2.74749
C -3.86063 -2.78486 -2.96350
C -4.40843 -2.76860 -4.23010
H -1.81914 -1.34047 -5.90475
H -0.81966 -1.40808 -3.64764
H -2.22769 -2.31863 -1.72599
H -4.52963 -3.08164 -2.16930
H -5.42785 -3.08733 -4.39014
F 1.03083 -2.28010 -1.84409
C 0.79307 -1.64452 -0.64259
C 1.39048 -0.40928 -0.33449
C 1.21123 0.21027 0.90306
C 0.42640 -0.45543 1.84864
C -0.28135 -1.66411 1.52065
C -0.04468 -2.25521 0.29486
H 2.09206 0.02061 -1.03406
H 1.84522 1.04615 1.15948
H 0.29901 -0.08292 2.85433
H -0.84960 -2.13606 2.30853
H -0.56645 -3.14510 -0.02491
F 4.27368 1.61202 0.07242
C 4.19173 2.76981 -0.65770
C 5.31606 3.16820 -1.30753
C 5.24518 4.30986 -2.06471
C 4.04327 5.00749 -2.25393
C 2.90169 4.60314 -1.57016
C 2.97937 3.47324 -0.84853
H 6.24646 2.63949 -1.16190
H 6.15522 4.74197 -2.45396
H 4.03636 5.93370 -2.80933
H 2.03668 5.23691 -1.69857
H 2.10959 3.03718 -0.37977
```

Atom charges from the Mulliken analysis, given in e for atoms 1 to 8: 0.242 -0.107 -0.085 -0.107 0.022 0.237 -0.121 -0.030

Entry 5:
A structure of composition C37H31CoO4P2S2. Source: the OMol25 dataset; level of theory: wB97M-V/def2-TZVPD.

Computed properties:
total charge: +1
gap between HOMO and LUMO (alpha / beta): 8.212 / 8.179 eV
<S²>: 3.766
spin multiplicity: 4

```
77
C37H31CoO4P2S2 | the OMol25 dataset | wB97M-V/def2-TZVPD
Co 1.27520 -0.17587 0.58672
O 1.05033 3.30339 1.31102
S 0.39588 2.05211 0.93961
C -0.97558 1.83303 2.08983
C -1.40270 2.90881 2.84968
C -2.45347 2.72788 3.73466
C -3.06761 1.48583 3.84889
C -2.61988 0.40868 3.10060
C -1.54404 0.57007 2.23030
P -0.87669 -0.80190 1.23512
C -2.35701 -1.26139 0.27304
C -2.92856 -0.28770 -0.54950
C -4.08606 -0.56653 -1.25525
C -4.67917 -1.81800 -1.15233
C -4.10566 -2.79204 -0.34969
C -2.94497 -2.52015 0.36082
C -0.55418 -2.19486 2.34605
C -0.64745 -2.14498 3.73075
C -0.27215 -3.24911 4.48400
C 0.20083 -4.39339 3.86273
C 0.31814 -4.43795 2.47962
C -0.04805 -3.33988 1.72420
C -0.52000 2.38281 -0.58937
C -1.44669 3.41040 -0.62352
C -2.07201 3.72191 -1.81974
C -1.75897 3.01030 -2.96974
C -0.82090 1.98956 -2.93423
C -0.17828 1.66742 -1.74016
P 1.01983 0.28943 -1.63191
C 0.80351 -0.58344 -3.20720
C 1.67721 -0.36927 -4.27047
C 1.44289 -0.99696 -5.48462
C 0.34732 -1.83444 -5.63722
C -0.51740 -2.05620 -4.57409
C -0.29049 -1.43562 -3.35702
C 2.68999 0.99486 -1.71055
C 3.73376 0.07276 -1.58041
C 5.04271 0.51411 -1.54801
C 5.30934 1.87476 -1.64371
C 4.27566 2.78747 -1.77768
C 2.95811 2.35378 -1.80948
H -0.90225 3.86436 2.74799
H -2.80039 3.55887 4.33381
H -3.89559 1.35710 4.53352
H -3.09780 -0.55929 3.18945
H -2.47161 0.69295 -0.62732
H -4.53347 0.19561 -1.88001
H -5.59079 -2.03193 -1.69439
H -4.56650 -3.76740 -0.26554
H -2.50747 -3.28208 0.99046
H -0.99224 -1.24720 4.22567
H -0.34797 -3.21078 5.56290
H 0.49096 -5.24966 4.45691
H 0.70955 -5.32287 1.99562
H 0.06787 -3.35365 0.64424
H -1.67762 3.96423 0.27828
H -2.79835 4.52270 -1.85597
H -2.24242 3.25781 -3.90558
H -0.58476 1.44759 -3.84025
H 2.52921 0.28561 -4.14808
H 2.11727 -0.82476 -6.31298
H 0.16814 -2.31672 -6.58910
H -1.36871 -2.71288 -4.69668
H -0.96366 -1.60131 -2.52164
H 3.51443 -0.98903 -1.50688
H 5.85279 -0.19260 -1.43109
H 6.33314 2.22302 -1.60820
H 4.49342 3.84445 -1.85729
H 2.14556 3.06534 -1.89376
C 2.71434 0.48969 3.92348
S 3.22365 -0.16067 2.34619
O 4.58819 -0.56445 2.40651
O 2.89837 0.91195 1.36746
O 2.25493 -1.25692 2.01281
H 3.32420 1.37046 4.11101
H 2.88082 -0.26669 4.68629
H 1.66201 0.75949 3.85043
```

Atom charges from the Mulliken analysis, given in e for atoms 1 to 8: -0.268 -0.861 1.646 -0.240 -0.577 -0.862 -0.815 -0.242

In order of appearance, total energy = -193117.8631 -175792.8552 -193302.6965 -254862.8181 -124932.3694 eV.